(1)
{"formula": "H20O10", "method": "ωB97M-V/def2-TZVPD", "symbols": ["O", "H", "H", "O", "H", "H", "O", "H", "H", "O", "H", "H", "O", "H", "H", "O", "H", "H", "O", "H", "H", "O", "H", "H", "O", "H", "H", "O", "H", "H"], "coordinates": [[0.7651, -0.4876, 3.0258], [1.4651, -0.4556, 3.6008], [1.0831, -0.3466, 2.1558], [3.3181, -0.7466, -1.3642], [3.7931, -1.4946, -0.8982], [2.4971, -0.5756, -0.7992], [-1.4029, -1.7926, -0.7662], [-1.7349, -2.4166, -1.3672], [-2.2119, -1.1406, -0.7952], [0.4571, 1.9964, -1.1872], [1.4161, 2.3264, -1.0852], [0.4111, 1.5074, -2.0332], [0.8691, -0.2866, -0.0182], [0.7531, 0.4434, -0.6272], [-0.0079, -0.6646, -0.2072], [-1.5809, 0.8034, 2.0368], [-1.2629, 1.5474, 1.8048], [-0.9569, 0.1094, 2.5008], [0.3741, 0.4764, -3.4552], [0.7911, -0.3556, -3.4122], [0.0671, 0.6334, -4.2452], [-0.7109, -3.5596, 1.2008], [-1.1859, -3.0826, 0.4288], [0.1381, -3.2196, 1.7008], [-0.0719, 2.8424, 1.5078], [0.0561, 2.7084, 0.4768], [0.0131, 3.7524, 1.6378], [-2.6459, 0.2954, -0.0462], [-2.4619, 1.1154, -0.3792], [-2.0339, 0.0674, 0.6088]], "smiles": "O.O.O.O.O.O.O.O.O.O", "gap_ev": 10.23, "e_above_lowest_kcal_mol": 109.6, "total_energy_ev": -20797.8580, "mol_weight_da": 180.15, "lumo_energy_ev": 0.0}

---

(2)
{"formula": "H20O10", "method": "ωB97M-V/def2-TZVPD", "symbols": ["O", "H", "H", "O", "H", "H", "O", "H", "H", "O", "H", "H", "O", "H", "H", "O", "H", "H", "O", "H", "H", "O", "H", "H", "O", "H", "H", "O", "H", "H"], "coordinates": [[5.0380, 15.6030, 49.3930], [4.8510, 15.7950, 50.3620], [4.5040, 16.1380, 48.8220], [1.2070, 15.6530, 55.7040], [0.7560, 16.2590, 56.1490], [1.8620, 16.1430, 55.0220], [4.5110, 14.9900, 52.7850], [4.6580, 15.7600, 53.4490], [5.4440, 15.0610, 52.4200], [2.8800, 16.4660, 51.6010], [3.1750, 15.9150, 52.3810], [2.1320, 15.8160, 51.2540], [0.2580, 14.5820, 51.0510], [-0.6220, 14.8570, 51.2840], [0.5500, 15.0280, 50.2280], [0.9780, 15.7500, 48.7130], [0.6900, 15.1780, 48.0510], [0.8200, 16.6190, 48.3180], [2.9970, 17.0510, 54.2480], [3.7410, 17.1860, 54.8030], [2.9250, 18.0460, 54.1570], [4.1460, 18.8110, 50.5910], [4.8230, 18.6700, 49.9690], [3.7080, 17.9720, 50.9980], [2.5700, 13.2690, 53.0780], [2.8290, 12.6740, 53.7980], [3.2630, 13.9290, 53.0230], [0.4830, 18.0820, 53.4850], [-0.2840, 17.5550, 53.6310], [1.1520, 17.4080, 53.5990]], "smiles": "O.O.O.O.O.O.O.O.O.O", "gap_ev": 10.16, "e_above_lowest_kcal_mol": 110.8, "total_energy_ev": -20797.8076, "mol_weight_da": 180.15, "lumo_energy_ev": -0.4}

---

(3)
{"formula": "H20O10", "method": "ωB97M-V/def2-TZVPD", "symbols": ["O", "H", "H", "O", "H", "H", "O", "H", "H", "O", "H", "H", "O", "H", "H", "O", "H", "H", "O", "H", "H", "O", "H", "H", "O", "H", "H", "O", "H", "H"], "coordinates": [[-2.0453, -1.4651, -0.1323], [-1.7230, -1.5973, 0.7672], [-1.3186, -1.4489, -0.8848], [-0.8430, -1.8874, 2.3480], [-0.0489, -1.8832, 1.6672], [-0.3976, -2.4332, 3.0224], [-0.5093, 0.7853, 0.6165], [0.1074, 0.2473, 1.1145], [-1.2213, 0.1881, 0.3017], [3.1501, 0.1280, 0.2933], [3.0331, 1.1092, 0.6853], [2.7674, 0.3812, -0.5806], [1.9713, 2.2484, 1.5133], [1.2826, 2.7664, 1.0105], [1.6002, 2.0335, 2.3573], [-3.5949, 0.2245, -1.7965], [-3.2609, -0.3242, -2.6138], [-3.4090, -0.4235, -1.1418], [1.7803, -2.0157, 1.0149], [2.2801, -1.1531, 0.7124], [2.2503, -2.1133, 1.8576], [-1.9472, 2.2742, -1.3490], [-2.3179, 1.4607, -1.6727], [-2.3686, 2.1189, -0.4812], [1.1642, 1.3825, -1.5179], [1.4340, 0.8927, -2.3210], [0.2200, 1.5558, -1.6635], [0.3159, -1.1983, -1.2859], [1.1155, -1.5641, -0.8607], [0.5329, -0.2894, -0.9803]], "smiles": "O.O.O.O.O.O.O.O.O.O", "gap_ev": 11.01, "e_above_lowest_kcal_mol": 69.9, "total_energy_ev": -20799.5799, "mol_weight_da": 180.15, "lumo_energy_ev": 0.1}

---

(4)
{"formula": "H20O10", "method": "ωB97M-V/def2-TZVPD", "symbols": ["O", "H", "H", "O", "H", "H", "O", "H", "H", "O", "H", "H", "O", "H", "H", "O", "H", "H", "O", "H", "H", "O", "H", "H", "O", "H", "H", "O", "H", "H"], "coordinates": [[-1.3091, -4.9365, -1.2066], [-1.4066, -4.6137, -0.3108], [-1.5538, -5.8606, -1.1566], [-5.1109, 0.6894, 0.9743], [-4.3710, 0.5348, 1.5617], [-4.9969, 1.5921, 0.6772], [-1.7909, 0.9240, 3.3684], [-1.0746, 0.5742, 3.8984], [-1.9711, 1.7846, 3.7467], [-1.7341, -2.2044, -3.5634], [-1.8132, -2.9622, -2.9840], [-1.6793, -2.5792, -4.4425], [4.0615, 0.9127, 2.8421], [4.1576, 0.6274, 1.9335], [4.0668, 0.1014, 3.3501], [1.9684, -3.2788, -2.2120], [2.4408, -2.5625, -1.7877], [1.2307, -3.4583, -1.6291], [0.6072, 4.9905, 3.0419], [0.7172, 5.8633, 2.6644], [0.6047, 4.4014, 2.2875], [1.5065, 3.3332, -0.2246], [0.8804, 3.4467, -0.9396], [2.3552, 3.2506, -0.6596], [1.2377, 0.3801, -3.5056], [1.3895, -0.5005, -3.8486], [0.8795, 0.2379, -2.6294], [0.5066, -0.4766, 0.1169], [0.6238, 0.4394, 0.3684], [-0.4223, -0.6503, 0.2689]], "smiles": "O.O.O.O.O.O.O.O.O.O", "gap_ev": 11.16, "e_above_lowest_kcal_mol": 74.9, "total_energy_ev": -20799.3668, "mol_weight_da": 180.15, "lumo_energy_ev": 0.0}

---

(5)
{"formula": "H20O10", "method": "ωB97M-V/def2-TZVPD", "symbols": ["O", "H", "H", "O", "H", "H", "O", "H", "H", "O", "H", "H", "O", "H", "H", "O", "H", "H", "O", "H", "H", "O", "H", "H", "O", "H", "H", "O", "H", "H"], "coordinates": [[-1.4263, -3.1803, -2.0396], [-1.5610, -2.1698, -2.0952], [-1.9448, -3.5555, -2.5779], [0.5651, 1.3907, 2.4364], [-0.0879, 1.5429, 3.0456], [1.4791, 1.7221, 2.8796], [1.3144, -1.1466, -1.4995], [1.7181, -1.8088, -1.0156], [1.2013, -1.7452, -2.2814], [-2.1012, -0.5583, -2.1489], [-1.5770, -0.3803, -1.4434], [-2.8872, -0.8041, -1.6093], [-0.7984, -0.2400, 0.2549], [-0.0444, -0.4444, -0.3240], [-0.5867, 0.7223, 0.4564], [0.6654, 1.0722, -3.3044], [0.8841, 1.9748, -3.0109], [0.7525, 0.3610, -2.6875], [1.2702, -1.5688, 2.8012], [1.1202, -2.3285, 3.3093], [0.5402, -0.7974, 2.7852], [-1.6856, -1.5337, 2.5060], [-1.4165, -1.1424, 1.5431], [-2.5689, -2.1407, 2.5036], [-0.1342, 3.0581, 0.2652], [0.2408, 2.6032, 1.1105], [-0.1614, 3.9319, 0.6586], [2.5014, 2.5691, -0.5390], [1.6388, 2.5086, -0.1407], [3.0899, 2.0876, 0.1618]], "smiles": "O.O.O.O.O.O.O.O.O.O", "gap_ev": 10.24, "e_above_lowest_kcal_mol": 118.7, "total_energy_ev": -20797.4661, "mol_weight_da": 180.15, "lumo_energy_ev": -0.4}

---

(6)
{"formula": "H20O10", "method": "ωB97M-V/def2-TZVPD", "symbols": ["O", "H", "H", "O", "H", "H", "O", "H", "H", "O", "H", "H", "O", "H", "H", "O", "H", "H", "O", "H", "H", "O", "H", "H", "O", "H", "H", "O", "H", "H"], "coordinates": [[12.8628, -4.6989, -12.3317], [13.6920, -4.9590, -11.9304], [12.6727, -3.8399, -11.9546], [12.9699, -6.9607, -10.7903], [13.3180, -6.9530, -9.8987], [12.3499, -6.2317, -10.8122], [14.6729, -6.4699, -12.2438], [13.9994, -6.3613, -11.5723], [14.3761, -7.2176, -12.7626], [14.0311, -6.0544, -14.7962], [14.0585, -6.5306, -15.6262], [14.9177, -6.1342, -14.4444], [16.4616, -6.2781, -11.6490], [15.5112, -6.3417, -11.7437], [16.7667, -5.9605, -12.4989], [12.3317, -8.4905, -11.7906], [12.8055, -7.7519, -11.4082], [12.3694, -9.1728, -11.1204], [14.5625, -4.3341, -10.8801], [15.0495, -4.5768, -11.6676], [15.2298, -4.2637, -10.1974], [14.1288, -8.4075, -13.1648], [13.6203, -8.6395, -12.3877], [13.5648, -8.6456, -13.9006], [16.0406, -8.7070, -14.0930], [15.2505, -8.4358, -13.6256], [16.6136, -9.0588, -13.4117], [14.3237, -5.9206, -9.4860], [14.5226, -5.2161, -10.1027], [14.5012, -5.5427, -8.6246]], "gap_ev": 8.91, "e_above_lowest_kcal_mol": 365.0, "total_energy_ev": -20786.7841, "mol_weight_da": 180.15, "lumo_energy_ev": 0.0}

---

(7)
{"formula": "H20O10", "method": "ωB97M-V/def2-TZVPD", "symbols": ["O", "H", "H", "O", "H", "H", "O", "H", "H", "O", "H", "H", "O", "H", "H", "O", "H", "H", "O", "H", "H", "O", "H", "H", "O", "H", "H", "O", "H", "H"], "coordinates": [[-0.9623, 3.2883, 0.1922], [-0.5967, 2.6736, 0.7966], [-1.5575, 3.8509, 0.4984], [0.1894, -3.2295, 1.2532], [-0.3017, -2.8903, 1.8897], [-0.2437, -4.1896, 1.0209], [1.1750, -1.6612, -2.3891], [0.6075, -0.9906, -2.3790], [0.6881, -2.4517, -2.6996], [-2.5386, -0.9815, 0.6509], [-3.1597, -1.3879, 0.1833], [-2.1870, -0.2857, 0.1290], [3.5212, 0.1430, -1.8825], [3.5528, -0.6327, -2.4970], [2.5588, 0.0248, -1.9642], [0.8032, 2.2524, -2.2660], [1.7135, 2.1459, -2.2683], [0.7569, 2.7195, -1.4734], [-1.1209, -0.8959, 3.0544], [-0.2409, -1.2489, 3.0061], [-1.7030, -1.1769, 2.4564], [0.9863, -1.0294, 1.2234], [1.5113, -1.8163, 0.8589], [1.6683, -0.3035, 1.3740], [-1.6868, 1.7673, -2.3519], [-1.5550, 1.3723, -1.3619], [-0.6872, 1.9689, -2.5414], [-0.3249, 1.3723, 2.4416], [-0.9114, 0.8270, 1.9580], [0.0452, 0.7655, 3.0874]], "smiles": "O.O.O.O.O.O.O.O.O.O", "gap_ev": 10.29, "e_above_lowest_kcal_mol": 135.7, "total_energy_ev": -20796.7300, "mol_weight_da": 180.15, "lumo_energy_ev": 0.0}

---

(8)
{"formula": "H20O10", "method": "ωB97M-V/def2-TZVPD", "symbols": ["O", "H", "H", "O", "H", "H", "O", "H", "H", "O", "H", "H", "O", "H", "H", "O", "H", "H", "O", "H", "H", "O", "H", "H", "O", "H", "H", "O", "H", "H"], "coordinates": [[0.5732, 0.7486, -0.9085], [1.3575, 0.8598, -0.3594], [-0.1606, 0.9093, -0.3045], [-2.7927, -1.6309, -2.5895], [-3.7041, -1.8973, -2.4235], [-2.5594, -2.0889, -3.4049], [2.0502, 5.8994, 0.5657], [1.3977, 5.7930, 1.2670], [2.2876, 4.9962, 0.3273], [1.2289, -0.8511, 2.5731], [0.9026, -1.6936, 2.2375], [1.4539, -0.3535, 1.7789], [-0.3713, -2.9105, 1.5086], [-0.3268, -2.5597, 0.6120], [-1.1145, -3.5237, 1.4839], [3.6633, -1.1750, -2.5355], [4.1819, -1.8972, -2.9076], [3.0600, -0.9292, -3.2458], [-1.6800, -1.0879, 3.9336], [-1.7123, -1.6783, 3.1724], [-1.4624, -0.2287, 3.5550], [-5.0164, 0.9405, -1.4467], [-4.5600, 1.6777, -1.0256], [-4.3833, 0.2153, -1.4002], [-2.2984, 2.0854, 0.5036], [-1.5086, 1.6218, 0.2032], [-2.8630, 2.1166, -0.2770], [4.4596, -1.1614, -0.0783], [5.1592, -0.5054, 0.0186], [4.7382, -1.6915, -0.8336]], "smiles": "O.O.O.O.O.O.O.O.O.O", "gap_ev": 10.48, "e_above_lowest_kcal_mol": 95.7, "total_energy_ev": -20798.4620, "mol_weight_da": 180.15, "lumo_energy_ev": -0.2}

---

(9)
{"formula": "H20O10", "method": "ωB97M-V/def2-TZVPD", "symbols": ["O", "H", "H", "O", "H", "H", "O", "H", "H", "O", "H", "H", "O", "H", "H", "O", "H", "H", "O", "H", "H", "O", "H", "H", "O", "H", "H", "O", "H", "H"], "coordinates": [[9.9736, 23.7536, -12.5735], [9.5430, 23.7964, -11.7059], [10.6968, 24.2779, -12.4528], [13.4521, 21.4110, -16.9392], [14.2202, 21.3067, -16.3215], [13.5482, 20.8597, -17.7430], [10.7904, 21.2746, -12.2953], [11.3669, 20.8928, -12.9911], [10.7069, 22.2085, -12.5310], [12.9676, 23.3233, -14.0355], [13.7231, 23.6318, -14.4991], [12.8507, 23.8642, -13.2325], [15.4455, 20.9591, -15.1952], [15.1895, 20.3248, -14.5550], [15.6160, 21.7000, -14.5933], [13.8128, 22.5113, -10.8455], [13.5555, 21.6106, -11.2192], [14.0722, 22.1597, -10.0168], [12.3487, 24.8087, -11.5727], [12.6807, 24.0707, -11.0298], [11.7707, 25.3021, -10.9800], [10.3932, 22.9770, -15.5523], [11.2913, 23.1641, -15.4532], [10.2407, 22.3511, -14.8976], [12.6799, 20.4740, -14.0603], [13.1233, 20.0490, -13.3148], [12.7679, 21.4513, -13.9521], [14.7520, 25.5044, -10.6315], [14.3584, 25.6697, -9.7613], [13.9759, 25.3684, -11.1812]], "smiles": "O.O.O.O.O.O.O.O.O.O", "gap_ev": 9.87, "e_above_lowest_kcal_mol": 78.1, "total_energy_ev": -20799.2258, "mol_weight_da": 180.15, "lumo_energy_ev": -0.4}

---

(10)
{"formula": "H20O10", "method": "ωB97M-V/def2-TZVPD", "symbols": ["O", "H", "H", "O", "H", "H", "O", "H", "H", "O", "H", "H", "O", "H", "H", "O", "H", "H", "O", "H", "H", "O", "H", "H", "O", "H", "H", "O", "H", "H"], "coordinates": [[2.8320, -40.1510, -7.2140], [3.5540, -39.5650, -7.2860], [2.7470, -40.4050, -8.1100], [3.1560, -40.8040, -9.8560], [3.3440, -40.0520, -10.4580], [2.6040, -41.3980, -10.4010], [2.2680, -43.5180, -5.3120], [3.1140, -43.9630, -5.3810], [1.9260, -43.9880, -4.5510], [4.8520, -44.4470, -5.0070], [5.7070, -44.3480, -5.5040], [5.1010, -43.8720, -4.2610], [6.9600, -40.3970, -8.1480], [6.6240, -39.5480, -8.4270], [6.8630, -40.4420, -7.1930], [6.2650, -42.2170, -10.8470], [7.1350, -42.5730, -10.8530], [5.9040, -42.2240, -9.9360], [8.3380, -42.7510, -8.6960], [9.3240, -42.5800, -8.6550], [7.8070, -41.9770, -8.6620], [2.4110, -43.5020, -8.0560], [3.2810, -43.1630, -8.1550], [2.4440, -43.7930, -7.1460], [6.8470, -43.3390, -6.2660], [7.0650, -42.5930, -5.7200], [7.4670, -43.3670, -6.9970], [4.9170, -42.4470, -8.1340], [5.0060, -41.5280, -8.1540], [5.0320, -42.8210, -7.2900]], "smiles": "O.O.O.O.O.O.O.O.O.O", "gap_ev": 9.22, "e_above_lowest_kcal_mol": 71.4, "total_energy_ev": -20799.5181, "mol_weight_da": 180.15, "lumo_energy_ev": -0.5}

---

(11)
{"formula": "H20O10", "method": "ωB97M-V/def2-TZVPD", "symbols": ["O", "H", "H", "O", "H", "H", "O", "H", "H", "O", "H", "H", "O", "H", "H", "O", "H", "H", "O", "H", "H", "O", "H", "H", "O", "H", "H", "O", "H", "H"], "coordinates": [[-2.8642, -0.0357, -0.5322], [-3.4431, 0.6767, -0.8035], [-2.0453, 0.3984, -0.2931], [0.8518, -2.5104, 1.8668], [1.1108, -3.4291, 1.9376], [1.2898, -2.1980, 1.0751], [-0.2169, 0.6206, 0.4034], [0.3167, 1.4020, 0.2590], [0.3840, -0.1104, 0.2594], [-1.9615, -2.2530, 1.4057], [-1.1091, -1.9193, 1.6855], [-2.1332, -2.9922, 1.9890], [0.3971, 0.0184, -2.6825], [0.5107, 0.9606, -2.5576], [-0.4457, -0.0647, -3.1285], [2.0267, -1.0491, -0.5134], [1.7234, -0.6250, -1.3162], [2.9374, -0.7685, -0.4233], [1.7047, 2.5384, 1.2210], [2.5091, 2.9789, 0.9468], [1.9431, 2.0852, 2.0298], [-2.2627, 1.4763, 2.3495], [-2.1429, 0.9088, 3.1110], [-1.4241, 1.4407, 1.8894], [-1.2224, -2.1848, -1.6908], [-0.6248, -1.4547, -1.8526], [-0.6788, -2.9663, -1.7903], [1.8988, 2.8446, -1.8299], [1.7770, 2.7953, -0.8817], [1.1936, 3.4164, -2.1330]], "smiles": "O.O.O.O.O.O.O.O.O.O", "gap_ev": 9.48, "e_above_lowest_kcal_mol": 67.7, "total_energy_ev": -20799.6779, "mol_weight_da": 180.15, "lumo_energy_ev": -0.3}

---

(12)
{"formula": "H20O10", "method": "ωB97M-V/def2-TZVPD", "symbols": ["O", "H", "H", "O", "H", "H", "O", "H", "H", "O", "H", "H", "O", "H", "H", "O", "H", "H", "O", "H", "H", "O", "H", "H", "O", "H", "H", "O", "H", "H"], "coordinates": [[-15.1101, 2.5869, 20.6067], [-15.1300, 3.3896, 20.0856], [-16.0242, 2.3064, 20.6504], [-16.3281, 1.3669, 18.8989], [-15.8888, 0.7137, 18.3543], [-16.1904, 2.1948, 18.4388], [-18.0888, 3.3658, 21.5331], [-17.9513, 2.4928, 21.1654], [-19.0344, 3.4221, 21.6707], [-17.5843, 1.6753, 20.5948], [-17.0414, 1.4289, 19.8459], [-18.3154, 1.0578, 20.5746], [-12.9764, 1.0399, 20.8602], [-13.9253, 0.9948, 20.7427], [-12.7343, 0.1755, 21.1927], [-16.9247, 5.3243, 20.5356], [-16.2748, 5.2534, 19.8364], [-16.5580, 4.8129, 21.2568], [-15.9943, 3.1665, 17.7582], [-15.3274, 3.6968, 17.3221], [-16.3997, 3.7617, 18.3888], [-13.6354, 2.6809, 22.2021], [-14.1979, 2.8547, 21.4474], [-12.8746, 2.2302, 21.8356], [-15.3038, 5.1116, 19.0294], [-14.7839, 5.7338, 19.5381], [-14.7016, 4.7862, 18.3603], [-15.1000, -0.0121, 21.0764], [-15.8419, -0.6046, 21.1984], [-15.2448, 0.3794, 20.2150]], "gap_ev": 7.43, "e_above_lowest_kcal_mol": 278.6, "total_energy_ev": -20790.5310, "mol_weight_da": 180.15, "lumo_energy_ev": -0.7}